1.
C10H9N3 | ωB97M-V/def2-TZVPD

Each line ends with the Mulliken charge.
Positions of all 22 atoms, in Å:
C  3.45  -0.63  -0.03  0.2689
C  1.26  0.16  -0.32  0.5565
C  -3.00  0.34  1.04  -0.3752
C  -2.14  1.11  0.34  -0.9294
C  -2.91  -1.15  1.21  -0.1912
C  -0.96  0.44  -0.32  0.3231
C  -1.79  -1.71  0.71  -0.7635
C  -0.68  -0.95  0.25  0.6670
C  2.80  1.54  -1.45  -1.1964
C  2.60  0.38  -0.56  -0.0526
N  3.79  -1.63  0.51  -0.7003
N  0.33  0.95  -0.67  -0.4988
N  0.59  -1.14  0.28  -0.1070
H  -3.74  0.82  1.66  0.3701
H  -2.17  2.13  0.31  0.5099
H  -3.63  -1.74  1.75  0.4107
H  -1.48  0.29  -1.32  0.2611
H  -1.63  -2.76  1.22  0.1954
H  2.27  2.39  -1.02  0.2916
H  3.84  1.84  -1.64  0.3571
H  2.23  1.49  -2.40  0.2592
H  0.94  -2.14  0.46  0.3438

F_max = 5.1 eV Å⁻¹
HOMO level = -6.7 eV
E_LUMO = -1.414 eV
Electronic energy = -550.5725 Ha

2.
C2H2O4S | ωB97M-V/def2-TZVPD

Each line ends with the Mulliken charge.
Positions of all 9 atoms, in Å:
C  1.08  0.53  0.04  0.4329
C  -0.28  0.48  0.80  -0.0450
O  1.38  -0.14  -0.95  -0.4528
O  -0.78  -1.38  0.37  -0.4454
O  -1.14  1.18  0.33  -0.4287
O  -1.25  -0.72  -1.97  -0.3492
S  -0.48  -1.55  -1.10  0.7638
H  1.70  1.43  0.60  0.2601
H  -0.22  0.16  1.87  0.2643

F_max = 3.3 eV Å⁻¹
HOMO level = -9.8 eV
E_LUMO = -1.001 eV
Electronic energy = -776.4655 Ha

3.
C13H19F6N3O6S2 | ωB97M-V/def2-TZVPD

Each line ends with the Mulliken charge.
Positions of all 49 atoms, in Å:
C  0.56  1.18  1.85  -1.2530
C  0.05  1.26  0.26  1.7158
O  1.27  0.88  -0.54  0.0021
C  2.21  2.03  -0.59  0.3145
N  2.91  3.02  -1.12  -0.5918
C  -1.06  0.10  -0.04  -1.5360
C  -2.62  0.55  0.00  1.2936
C  -3.38  -0.44  -1.12  -1.3102
C  -3.33  0.08  1.44  -1.3513
N  -2.94  1.95  -0.42  0.3873
O  -2.78  1.94  -1.79  -0.4791
C  -2.04  3.01  0.16  1.1333
C  -2.26  3.26  1.80  -1.3149
C  -2.33  4.54  -0.47  -1.2038
C  -0.43  2.76  -0.19  -1.4269
H  -0.02  0.35  2.44  0.2794
H  1.70  0.96  1.95  0.3482
H  0.33  2.21  2.38  0.2508
H  -0.91  -0.78  0.76  0.2192
H  -0.77  -0.40  -1.08  0.1189
H  -3.59  -1.52  -0.66  0.3519
H  -2.70  -0.65  -2.07  0.2878
H  -4.45  -0.02  -1.40  0.3370
H  -3.60  -1.06  1.47  0.4075
H  -2.66  0.31  2.37  0.2266
H  -4.37  0.66  1.46  0.3135
H  -3.43  3.42  1.97  0.4038
H  -1.90  2.35  2.45  0.2101
H  -1.76  4.27  2.16  0.2705
H  -1.39  5.25  -0.33  0.2736
H  -3.21  4.98  0.18  0.3300
H  -2.66  4.53  -1.59  0.3106
H  0.14  3.64  0.35  0.4219
H  -0.36  2.86  -1.37  0.2771
C  4.20  -6.09  0.29  0.6265
F  4.40  -6.87  1.39  -0.2210
F  5.39  -6.05  -0.38  -0.2387
F  3.34  -6.79  -0.52  -0.2387
S  3.57  -4.43  0.69  1.0325
O  4.61  -3.83  1.53  -0.6428
O  2.30  -4.67  1.37  -0.6494
N  3.48  -3.90  -0.80  -0.3685
S  2.95  -2.41  -0.89  0.9939
O  3.85  -1.36  -0.39  -0.6531
O  1.53  -2.20  -0.56  -0.5889
C  3.02  -2.25  -2.70  0.6318
F  2.24  -3.18  -3.34  -0.2442
F  4.29  -2.44  -3.19  -0.2427
F  2.61  -1.03  -3.16  -0.2149

Charge = -1
⟨S²⟩ = 0.75
Spin multiplicity = 2
F_max = 11.9 eV Å⁻¹
HOMO level (spin up / spin down) = -6.8 / -6.8 eV
E_LUMO (spin up / spin down) = 2.330 / 1.068 eV
Electronic energy = -2517.7544 Ha

4.
C5HCl3 | ωB97M-V/def2-TZVPD

Each line ends with the Mulliken charge.
Positions of all 9 atoms, in Å:
C  -0.87  -0.72  0.18  -0.6739
C  0.90  0.73  0.86  -0.3890
C  -0.14  -0.55  1.31  0.4073
C  1.11  0.59  -0.45  0.1278
C  -0.17  0.11  -0.84  0.5593
Cl  -0.46  -0.98  2.84  -0.1420
Cl  2.16  1.57  -1.40  -0.1594
Cl  -0.86  0.53  -2.28  -0.1167
H  -1.67  -1.29  -0.22  0.3866

F_max = 4.7 eV Å⁻¹
HOMO level (spin up / spin down) = -8.8 / -8.8 eV
E_LUMO (spin up / spin down) = -1.504 / -1.504 eV
Electronic energy = -1571.5147 Ha

5.
C2H2Cl3O2S | ωB97M-V/def2-TZVPD

Each line ends with the Mulliken charge.
Positions of all 10 atoms, in Å:
C  -0.72  -0.67  0.53  -0.6123
C  0.51  -0.30  -0.20  0.1807
O  -0.84  1.74  -0.71  -0.5926
O  1.50  2.15  -1.07  -0.5622
S  0.56  1.70  -0.11  0.5951
Cl  -2.11  -0.70  -0.68  -0.1925
Cl  1.78  -0.98  1.76  -0.4652
Cl  1.03  -1.11  -1.58  -0.0910
H  -0.69  -1.79  0.72  0.3254
H  -1.01  -0.04  1.34  0.4145

Charge = -1
F_max = 4.1 eV Å⁻¹
HOMO level (spin up / spin down) = -4.6 / -4.6 eV
E_LUMO (spin up / spin down) = 2.598 / 2.598 eV
Electronic energy = -2006.6542 Ha

6.
C20H20N4O3S | ωB97M-V/def2-TZVPD

Each line ends with the Mulliken charge.
Positions of all 48 atoms, in Å:
O  -4.61  -2.77  1.57  -0.5930
C  -4.85  -1.82  0.88  0.4443
O  -5.87  -1.82  -0.01  -0.4582
H  -6.32  -2.68  0.03  0.3511
C  -4.10  -0.55  0.90  0.4210
C  -4.39  0.50  0.02  -0.6878
C  -3.64  1.65  0.06  -0.5005
C  -2.60  1.80  0.98  0.5956
C  -2.32  0.76  1.86  -0.0926
C  -3.06  -0.40  1.82  -0.7374
H  -2.85  -1.22  2.50  0.4586
H  -1.51  0.87  2.56  0.4593
C  -1.75  3.02  0.95  -1.4125
H  -1.18  3.16  1.87  0.4418
H  -2.32  3.92  0.70  0.5666
S  -0.52  2.85  -0.41  -0.1106
C  0.61  1.83  0.40  0.3972
N  0.66  1.61  1.70  -0.2959
N  1.73  0.86  1.94  -0.8828
C  2.33  0.59  0.81  0.3019
N  1.64  1.19  -0.23  0.3393
C  1.83  1.15  -1.65  -1.7929
H  2.88  1.00  -1.88  0.6039
H  1.51  2.12  -2.06  0.5215
C  0.96  0.07  -2.34  0.4237
C  1.02  -1.33  -1.70  -0.4295
H  1.73  -1.99  -2.20  0.4578
C  -0.43  -1.82  -1.83  -0.9139
H  -0.70  -2.55  -1.07  0.3990
C  -1.19  -0.50  -1.67  0.2768
H  -2.17  -0.50  -2.14  0.3950
H  -1.30  -0.25  -0.61  -0.3644
O  -0.40  0.47  -2.34  -0.4671
H  -0.60  -2.24  -2.82  0.3132
H  1.28  -1.26  -0.64  0.1158
H  1.29  0.03  -3.39  0.3712
C  3.58  -0.15  0.78  1.2711
C  4.14  -0.79  -0.33  -0.0479
C  5.35  -1.45  -0.17  -0.7690
N  6.02  -1.51  0.96  -0.6236
C  5.49  -0.92  2.02  -0.3807
C  4.29  -0.23  1.99  -0.7496
H  3.88  0.24  2.87  0.4737
H  6.05  -1.00  2.94  0.3748
H  5.81  -1.95  -1.01  0.3652
H  3.65  -0.81  -1.29  0.3202
H  -3.86  2.46  -0.63  0.4049
H  -5.20  0.38  -0.69  0.4454

F_max = 1.2 eV Å⁻¹
HOMO level = -8.3 eV
Structure (SMILES) = O=C(O)c1ccc(CSc2nnc(-c3ccncc3)n2C[C@H]2CCCO2)cc1
E_LUMO = 0.232 eV
Electronic energy = -1617.0839 Ha